1.
24
Properties=species:S:1:pos:R:3:forces:R:3:mulliken_charge:R:1 method="wB97M-V/def2-TZVPD" orbital_gap_ev=8.54 fmax_ha_per_bohr=0.0941 lumo_energy_ev=-1.3 total_energy_ev=-102321.2380 smiles="Nc1cc(C(Cl)=C(Cl)Cl)c(S(=O)(=O)Cl)cc1S(=O)(=O)Cl" total_charge=0 homo_energy_ev=-9.8476 de_lowest_kcal_mol=1.2
N -2.06119 1.24822 -2.44701 -0.8850 0.8063 -0.3572 -0.48
C -1.43179 0.37691 -1.61805 -1.1057 1.8989 -0.2840 1.32
C -1.14194 0.79788 -0.32483 0.9273 -0.7482 1.3363 -0.68
C -0.52003 -0.07256 0.58982 -0.5083 0.7819 -0.4260 0.05
C -0.30897 0.38185 1.98633 1.5752 2.1416 1.0214 -0.64
Cl -1.28293 -0.34475 3.28177 0.7776 0.5083 -1.2097 -0.11
C 0.57583 1.41587 2.26553 -1.5798 -1.2919 0.2604 0.30
Cl 1.54066 2.20179 1.00954 -0.6991 -0.6468 1.1963 -0.13
Cl 0.70726 2.03418 3.92092 0.2034 -0.3493 -1.5807 -0.16
C -0.11261 -1.33187 0.12764 -0.1913 -0.7760 0.2291 0.34
S 0.81164 -2.51485 1.16266 4.5106 -1.5172 -0.8814 1.00
O 1.55963 -3.44287 0.25560 -2.8084 1.9712 1.6650 -0.59
O 1.73340 -1.88571 2.13282 -3.0704 -0.5617 -1.3275 -0.49
Cl -0.68039 -3.67645 2.11510 0.8493 0.8865 -0.5203 -0.17
C -0.41053 -1.74486 -1.16765 -0.0586 0.0544 -0.3743 -0.44
C -1.10911 -0.88175 -2.03879 1.5265 -2.5730 -0.4367 -0.23
S -1.46001 -1.47222 -3.74010 -3.0305 -1.8450 0.1332 1.02
O -2.71371 -0.83387 -4.18880 2.4771 -0.1483 0.5062 -0.64
O -1.54044 -2.93712 -3.77882 1.3444 2.5720 0.2713 -0.53
Cl 0.13589 -0.78975 -4.89340 -0.8346 -0.3255 0.7120 -0.16
H -2.58203 0.79023 -3.19023 0.0831 0.4001 -0.0786 0.23
H -2.52323 2.08615 -2.06231 0.6357 -0.9382 -0.1775 0.26
H -1.36352 1.84236 -0.09193 -0.0165 -0.4930 0.3199 0.38
H -0.08345 -2.73043 -1.49691 -0.1222 0.1929 0.0029 0.55


2.
25
Properties=species:S:1:pos:R:3:forces:R:3:mulliken_charge:R:1 method="wB97M-V/def2-TZVPD" orbital_gap_ev="6.59 / 5.07" fmax_ha_per_bohr=0.0296 lumo_energy_ev="1.7 / 0.1" total_energy_ev=-119200.1946 total_charge=-1 homo_energy_ev="-4.8899 / -4.9985" spin_multiplicity=2
Ta 1.19483 -2.18050 0.97280 -0.7172 -1.2046 0.5985 -0.04
S 0.71205 -5.90159 4.10968 -0.0329 0.0797 -0.0407 -0.64
Sb -0.33025 -4.08274 3.30814 0.0679 -0.2648 0.3031 0.56
S 0.06777 -4.20569 0.78001 0.2130 0.6564 -0.1112 -0.28
S 1.46142 -2.29849 3.33868 -0.2503 0.2036 -0.5627 -0.26
S 0.81534 -1.86414 -1.56001 -0.2112 0.7217 0.2050 -0.28
C 0.23994 -0.26433 -2.07712 0.0807 -0.1752 -0.1139 0.43
C 0.10049 -0.06920 -3.46361 0.0460 -0.1922 -0.0739 -0.82
C -0.34536 1.13963 -3.94130 -0.0117 0.0570 -0.0809 -0.18
C -0.64968 2.15803 -3.04272 0.0447 -0.0662 0.1182 -0.78
C -0.48006 1.88042 -1.69905 -0.0100 -0.0468 0.0036 -0.09
N -0.05253 0.70731 -1.21897 0.0026 -0.0086 0.0497 0.15
H 0.34611 -0.87580 -4.14306 0.0006 0.0109 0.0639 0.37
H -0.45180 1.29158 -5.00955 -0.0080 0.0071 0.0286 0.35
H -1.00029 3.12710 -3.37335 0.0093 -0.0309 0.0381 0.38
H -0.70047 2.64144 -0.95451 0.0156 -0.0433 0.0149 0.30
O -1.72345 3.84755 3.25318 0.0007 -0.0903 -0.1020 -0.57
C -1.23506 2.84490 2.80813 -0.0594 0.1146 0.1926 0.58
S 0.49915 2.66128 2.49550 -0.1461 0.0262 -0.0257 -0.14
C 0.42283 1.02231 1.90238 -0.2867 -0.0054 0.0788 0.29
C -0.82936 0.41465 1.87735 0.1760 0.2421 0.1009 0.41
S -1.12331 -1.14048 1.32969 -0.1270 -0.1151 -0.1816 -0.09
S -2.16714 1.37754 2.44033 -0.0130 0.1539 -0.0097 -0.14
S 1.82654 0.30109 1.37602 0.4299 0.0358 -0.2913 -0.17
Cl 3.40231 -2.53188 0.49136 0.7867 -0.0658 -0.2023 -0.34


3.
19
Properties=species:S:1:pos:R:3:forces:R:3:mulliken_charge:R:1 method="wB97M-V/def2-TZVPD" orbital_gap_ev=8.62 fmax_ha_per_bohr=0.0172 lumo_energy_ev=-0.9 total_energy_ev=-33046.3263 total_charge=0 homo_energy_ev=-9.5487
F 1.93531 -0.68560 1.68549 -0.1182 -0.2210 0.1260 -0.27
C 2.51050 0.00492 0.67590 -0.1687 0.2270 -0.1062 0.12
F 3.76601 -0.44695 0.53836 0.3259 -0.0378 -0.1392 -0.27
C 1.71820 -0.19432 -0.64004 -0.3458 0.0704 0.8127 0.99
F 2.04691 0.84033 -1.43818 0.2060 0.1937 -0.4394 -0.28
F 2.11964 -1.32831 -1.23626 0.2109 -0.4256 -0.1942 -0.32
C 0.23553 -0.23230 -0.38899 -0.1336 0.2978 -0.1748 -0.06
C -0.43497 -1.41083 -0.29367 0.3808 0.0253 -0.1333 -0.60
C -1.82138 -1.47766 -0.01640 -0.4587 0.1976 0.1292 -0.65
C -2.55964 -0.35415 0.17760 0.2965 -0.0864 -0.0756 -0.70
C -1.89354 0.89609 0.08059 -0.4958 -0.0270 0.1209 0.71
N -2.47059 2.08762 0.25111 0.0137 0.3720 -0.0046 -0.64
S -1.31439 3.18557 0.06960 0.0104 -0.3959 -0.0077 0.17
N -0.05392 2.23531 -0.22510 0.1288 0.3275 0.0446 -0.56
C -0.50386 0.98096 -0.19817 0.2244 -0.4343 0.0266 0.75
H 2.52343 1.06228 0.93497 0.0202 0.1157 0.0215 0.33
H 0.10394 -2.33428 -0.43529 0.1027 -0.0713 -0.0128 0.47
H -2.29764 -2.44242 0.05148 0.0000 -0.1449 -0.0074 0.39
H -3.60955 -0.38625 0.40700 -0.1995 0.0173 0.0136 0.44


4.
28
Properties=species:S:1:pos:R:3:forces:R:3:mulliken_charge:R:1 method="wB97M-V/def2-TZVPD" orbital_gap_ev="5.06 / 4.41" fmax_ha_per_bohr=0.0029 lumo_energy_ev="-5.7 / -6.5" total_energy_ev=-244521.0485 total_charge=+1 homo_energy_ev="-10.7533 / -10.9243" de_lowest_kcal_mol=20.2 spin_multiplicity=6
Ir -2.73228 -0.14579 0.61318 -0.0309 0.0768 0.0630 0.89
Se -5.33930 -2.83890 0.17677 -0.0216 -0.0103 0.0739 -0.26
Te -5.00125 -2.64685 -2.34920 0.0256 0.0068 -0.0318 0.14
Te -6.48437 -0.60761 -2.96689 -0.0017 0.0034 -0.0114 0.05
Se -4.98231 -0.61575 0.83759 -0.0721 -0.0305 -0.0033 -0.08
N -2.09438 -2.07424 0.08984 0.0388 0.0297 -0.0364 -0.45
C -0.65336 -2.23451 0.39069 -0.0456 -0.0139 -0.0145 -0.43
C 0.08386 -0.90354 0.36819 0.0658 0.0686 -0.0480 0.58
O 1.29005 -0.86782 0.30029 -0.0083 0.0254 0.0225 -0.54
O -0.67823 0.16998 0.46184 0.0957 -0.0013 0.0539 -0.96
H -2.66094 -2.78952 0.54136 -0.0422 -0.0203 0.0116 0.34
H -2.27264 -2.18425 -0.90820 0.0070 -0.0055 -0.0155 0.28
H -0.16390 -2.91997 -0.29798 0.0041 -0.0019 0.0037 0.39
H -0.54676 -2.63436 1.39909 -0.0028 -0.0086 0.0015 0.28
O -3.91040 2.41100 1.35463 -0.0324 0.0276 0.0117 -0.28
N -3.08022 1.64592 1.12710 0.0577 -0.0673 -0.0597 0.28
F 5.54443 2.40260 -0.64368 0.0341 0.0280 -0.0187 -0.29
C 4.44936 1.73397 -0.27412 -0.0483 0.0131 -0.0289 0.75
C 4.35885 1.00983 1.01042 -0.0215 0.0039 0.0263 -0.32
F 4.06128 -0.22958 1.26407 -0.0001 -0.0343 0.0040 -0.15
C 3.49606 2.19657 0.84373 -0.0022 0.0176 -0.0090 0.38
F 3.70936 3.30404 1.56703 0.0023 0.0123 -0.0001 -0.31
C 2.10593 1.98445 0.31599 0.0639 -0.0450 -0.0520 0.17
Se 0.64817 2.20648 1.29689 -0.0945 -0.0697 0.0021 0.35
C 2.21274 1.46309 -0.99947 -0.0674 0.0419 0.1084 0.36
F 1.19161 1.11063 -1.74008 -0.0459 0.0030 -0.0103 -0.28
C 3.51615 1.29991 -1.34388 0.0947 0.0038 0.0885 0.36
F 3.93250 0.75423 -2.43519 0.0478 -0.0530 -0.1314 -0.23


5.
17
Properties=species:S:1:pos:R:3:forces:R:3:mulliken_charge:R:1 method="wB97M-V/def2-TZVPD" orbital_gap_ev=9.45 fmax_ha_per_bohr=0.1051 lumo_energy_ev=-0.1 total_energy_ev=-17477.9937 smiles="O=C=Nc1ccccc1N1OC1=O" total_charge=0 homo_energy_ev=-9.5695 de_lowest_kcal_mol=112.3
O 0.61599 -3.53852 -1.23362 0.2824 1.7130 -1.2027 -0.44
C 0.26395 -2.40841 -1.25847 -2.8180 -3.7018 1.4867 0.68
N -0.53403 -1.50014 -1.12304 -0.2702 1.6335 0.0671 -0.43
C -0.59154 -0.32555 -0.31207 -0.6447 -1.3784 -0.0437 0.68
C -1.77263 0.26259 0.12867 1.5432 1.7015 -0.4792 -0.63
C -1.77004 1.48302 0.86349 -1.3426 -2.6185 0.7364 -0.41
C -0.68492 1.97895 1.53845 0.4793 -0.6801 -1.7727 -0.49
C 0.41463 1.42915 0.88493 4.5168 0.3565 2.9460 -0.40
C 0.57815 0.23991 0.16791 -2.9334 1.7141 -0.2895 0.39
N 1.80402 -0.16716 -0.24920 1.6027 1.7260 -0.1035 -0.37
O 1.99378 -1.67562 -0.25526 0.8968 -3.5210 2.8269 -0.31
C 1.99860 -1.03258 -1.34104 1.7101 4.6313 0.3766 0.73
O 2.41785 -0.85284 -2.40291 0.2002 -1.3521 -2.8887 -0.46
H -2.73612 -0.05778 -0.11460 -1.0699 -0.8667 -0.7264 0.43
H -2.77472 1.68613 1.06664 -1.3398 1.1741 0.7094 0.37
H -0.62511 2.63308 2.43445 -0.1575 -0.1452 -1.3376 0.35
H 1.40214 1.84578 1.20567 -0.6554 -0.3862 -0.3050 0.30


6.
20
Properties=species:S:1:pos:R:3:forces:R:3:mulliken_charge:R:1 method="wB97M-V/def2-TZVPD" orbital_gap_ev="5.20 / 6.85" fmax_ha_per_bohr=0.1469 lumo_energy_ev="-12.4 / -17.4" total_energy_ev=-24118.2626 total_charge=+3 homo_energy_ev="-17.6180 / -24.2539" spin_multiplicity=6
O 0.00087 0.00575 -4.74098 -0.0013 -0.0321 4.3963 0.04
C 0.00049 0.00019 -3.59300 -0.0001 0.0209 -7.5545 0.43
Ru 0.00047 0.00884 -1.37340 0.0014 0.1466 0.3959 0.50
O 1.92179 -2.45386 -1.26320 -2.1384 2.7249 0.0843 -0.08
C 1.20948 -1.54203 -1.29069 3.4606 -4.3921 -0.2926 0.20
C -1.21856 1.56206 -1.32929 -3.8463 4.6758 -0.3348 0.24
O -1.94201 2.46364 -1.32437 2.4799 -3.0535 0.1208 -0.07
C -1.54560 -1.20913 -1.29892 -4.3492 -3.4175 0.0696 0.22
O -2.45455 -1.92383 -1.27140 2.7323 2.1493 -0.0829 -0.08
C 1.55576 1.22598 -1.33186 4.8073 3.5817 -0.0051 0.24
O 2.47429 1.92759 -1.32605 -3.1398 -2.3707 -0.0254 -0.06
N -0.08505 -1.06038 1.63140 -0.0303 -0.3857 3.2133 -0.02
C -0.05728 -0.72296 2.93011 -0.2952 -3.6772 -1.6843 0.11
C 0.05318 0.65319 2.98560 0.1807 2.2509 1.4342 -0.64
C 0.08858 1.10467 1.66351 -0.0708 -0.8777 -2.7272 -0.23
N 0.00274 0.03938 0.85322 0.2106 2.6597 1.8809 0.52
H -0.16041 -2.00040 1.24166 -0.0005 0.0538 0.1015 0.21
H -0.11676 -1.46873 3.70612 -0.0093 -0.1252 0.2999 0.52
H 0.10328 1.27456 3.85653 0.0142 0.1760 0.5395 0.50
H 0.16926 2.11546 1.27501 -0.0057 -0.1079 0.1707 0.45